82
Properties=species:S:1:pos:R:3:mulliken_charge:R:1 method="wB97M-V/def2-TZVPD" e_tot_ha=-5028.5507 total_charge=0 largest_force_ev_per_a=3.17 homo_energy_ha="-0.2374 / -0.2562" de_lowest_kcal_mol=13.09 orbital_gap_ev="5.423 / 6.225"
H -14.051 7.430 -5.913 0.327
H -24.082 7.242 -6.053 0.400
H -14.661 5.521 -10.803 0.291
H -21.703 5.006 -8.782 0.516
H -13.015 3.783 -7.852 0.370
H -20.838 9.274 -7.749 0.562
C -15.981 7.762 -15.008 -0.447
H -15.117 2.808 -16.689 0.510
Mg -17.824 6.337 -10.542 1.379
C -12.373 4.391 -15.681 -0.447
H -15.933 9.051 -11.894 0.350
H -16.587 3.954 -9.255 0.304
C -14.283 2.895 -16.036 -0.205
C -15.687 4.110 -8.608 -1.395
H -11.872 5.316 -15.945 0.429
C -16.302 7.804 -8.497 -0.234
H -14.288 0.982 -14.993 0.452
C -15.712 5.565 -8.095 0.902
C -22.106 5.372 -6.087 0.564
H -24.706 11.111 -7.578 0.403
H -12.282 3.978 -9.507 0.331
H -15.284 9.244 -7.332 0.326
H -15.634 7.937 -15.996 0.516
H -14.775 5.104 -6.201 0.487
C -13.671 4.163 -16.078 0.149
H -13.753 4.099 -11.355 0.487
H -25.623 8.996 -6.679 0.425
C -16.673 5.423 -15.665 -0.084
C -14.822 7.204 -6.673 -0.443
H -20.699 5.134 -4.474 0.337
H -10.949 3.619 -14.180 0.400
H -23.934 2.323 -4.463 0.320
Br -12.110 1.270 -13.039 -0.218
C -12.570 2.258 -14.585 0.288
C -16.139 8.302 -12.693 -0.283
C -14.620 4.448 -10.825 -0.928
C -19.881 6.220 -9.403 0.685
H -22.220 11.233 -7.987 0.353
C -22.383 8.041 -7.017 0.217
H -16.781 8.547 -9.138 0.350
C -22.383 3.898 -4.209 -0.516
C -23.207 4.808 -6.721 -0.419
H -23.563 5.150 -7.656 0.541
C -23.808 3.716 -6.095 -0.802
N -14.435 3.834 -9.462 0.009
C -21.857 9.215 -7.519 -0.636
C -17.838 5.144 -13.089 0.675
N -16.778 7.144 -12.362 -0.199
N -14.416 5.339 -16.226 -0.671
C -24.590 9.095 -6.888 -0.639
C -13.104 4.237 -8.838 -0.874
C -13.779 1.902 -15.220 -0.736
H -13.054 5.308 -8.676 0.374
C -18.262 4.330 -14.203 -0.878
C -21.305 6.055 -8.821 -0.309
O -19.596 7.238 -10.169 -0.863
C -24.065 10.286 -7.382 -0.519
N -15.665 4.995 -16.400 -0.112
H -18.094 3.945 -16.364 0.374
H -15.518 4.009 -11.272 0.294
H -22.159 3.529 -3.217 0.366
C -21.693 4.896 -4.861 -0.400
H -15.090 9.502 -14.019 0.394
C -23.703 8.070 -6.613 -0.250
C -11.809 3.423 -14.815 -0.483
C -16.456 6.445 -8.874 -0.397
H -18.991 3.554 -14.058 0.522
C -23.380 3.203 -4.879 -0.347
H -14.417 2.781 -9.518 0.408
H -21.994 6.590 -9.493 0.385
H -24.711 3.314 -6.460 0.369
C -16.607 6.547 -14.728 0.378
O -18.977 5.302 -9.260 -0.697
C -15.704 8.611 -13.944 -0.774
C -17.747 4.504 -15.468 -0.524
C -15.525 8.172 -7.439 -0.811
O -18.079 4.822 -11.849 -0.825
P -21.205 6.615 -7.057 -0.120
H -15.687 3.405 -7.829 0.667
C -15.054 5.888 -6.882 -0.599
C -22.691 10.318 -7.658 -0.410
C -17.038 6.295 -13.422 0.310

88
Properties=species:S:1:pos:R:3:mulliken_charge:R:1 method="wB97M-V/def2-TZVPD" e_tot_ha=-4031.9298 total_charge=-2 largest_force_ev_per_a=2.54 homo_energy_ha=-0.0212 orbital_gap_ev=4.102
C 1.483 -4.110 5.656 -1.661
Te 1.451 0.981 -2.538 -0.140
H -2.722 3.135 4.170 0.287
C -2.688 -0.034 -3.632 -0.018
H 3.998 1.597 -1.302 0.021
C 4.524 0.406 4.316 -0.789
H -4.592 2.343 -5.183 0.423
H 4.136 -1.118 -6.494 0.144
H -4.079 4.297 4.259 0.310
C 5.503 -0.021 -5.267 0.775
C 1.958 -2.672 5.836 0.456
H 1.303 -1.383 -4.483 0.326
S -2.387 2.462 0.907 -0.288
H 1.085 -0.025 -5.516 0.308
C -6.220 0.352 -0.473 -0.730
C -2.346 2.077 -2.709 -0.335
C 3.999 -1.242 6.145 -1.033
C 4.248 -0.509 -5.599 -1.189
H 1.455 -2.236 6.709 0.077
H 3.644 -3.198 7.019 0.393
H -3.357 3.788 -3.542 0.416
C 3.113 -0.251 -4.826 1.233
C -6.283 -0.675 -1.410 -0.529
H 3.951 -3.208 5.283 0.343
C -3.879 1.915 -4.491 -0.117
N -4.951 1.488 1.267 0.386
H 7.516 -0.783 -5.552 0.308
H 5.074 -1.235 6.328 0.407
C 2.176 -0.187 2.995 0.097
H 5.738 1.744 -1.708 0.380
C 3.215 0.538 -3.657 -0.719
F 5.063 1.966 2.642 -0.373
H -5.150 -2.245 -2.387 0.405
H -6.900 1.067 2.089 0.423
C 4.194 1.049 3.125 0.187
H 1.932 -4.733 6.432 0.426
C -3.863 2.250 1.643 -0.110
H -6.064 2.818 4.024 0.416
C 3.456 -2.657 6.090 -1.016
C -1.371 -1.784 2.351 -0.193
C -5.987 1.626 2.181 -0.519
N 1.634 -1.846 4.654 0.310
F -3.651 -0.865 -6.450 -0.259
H 6.575 1.129 -3.812 0.273
O -1.341 -2.339 1.225 -0.927
H -7.198 -0.833 -1.968 0.364
H 3.530 -0.710 6.981 0.310
H 7.130 0.603 -6.564 0.283
N -4.281 2.852 2.799 0.258
C 2.499 -0.869 4.168 -0.155
H 5.451 0.665 4.816 0.457
O -2.334 -1.540 3.093 -0.739
H 6.455 -0.979 -6.947 0.328
S -2.241 -1.701 -3.684 -0.436
C -3.210 2.717 -3.585 -1.109
C -3.439 3.720 3.592 -0.888
C 4.495 1.021 -3.310 1.234
C 5.602 0.741 -4.112 -0.860
H 1.798 -4.488 4.681 0.387
C -5.175 -1.468 -1.636 -0.819
C 3.036 0.774 2.459 -1.106
C 3.691 -0.540 4.853 0.870
N -3.943 -0.177 -0.036 0.369
H -2.879 4.383 2.937 0.328
H 4.548 2.924 -2.293 0.244
C -4.022 -1.161 -0.927 -0.468
H 2.767 1.253 1.523 0.645
N -2.103 0.773 -2.701 0.406
C 4.715 1.863 -2.079 -1.317
H -1.811 2.656 -1.963 0.360
F -5.301 0.501 -6.210 -0.353
C 6.712 -0.309 -6.124 -1.394
C -4.410 -0.273 -5.511 0.546
H -0.263 -2.689 4.533 0.426
C 0.015 -1.401 2.907 0.528
C 1.796 -0.820 -5.278 -1.534
H -7.062 1.007 -0.290 0.525
H -3.126 -1.753 -1.063 0.508
C 0.910 -0.464 2.256 1.598
K -0.964 -0.682 -0.323 0.757
C -5.022 0.526 0.196 0.211
H 0.404 -4.222 5.728 0.485
H 1.933 -1.460 -6.154 0.319
C 0.416 -2.008 4.040 -0.697
O 0.677 0.105 1.203 -0.675
C -5.571 2.470 3.134 -0.515
F -5.173 -1.236 -4.939 -0.206
C -3.641 0.553 -4.518 -0.063

89
Properties=species:S:1:pos:R:3:mulliken_charge:R:1 method="wB97M-V/def2-TZVPD" e_tot_ha=-4198.8409 total_charge=0 largest_force_ev_per_a=2.55 homo_energy_ha="-0.2080 / -0.1347" de_lowest_kcal_mol=135.25 orbital_gap_ev="4.480 / 2.508"
H 3.664 -7.978 1.848 0.310
C 1.110 -2.962 0.389 -1.981
C 0.355 -5.210 0.945 -0.234
C -0.490 -1.148 -0.087 1.659
N 0.594 -6.519 1.335 0.078
C 0.072 -7.622 0.518 -0.691
N 2.289 -8.662 0.442 -0.153
C -0.213 -2.542 0.222 0.277
O -3.151 1.081 -0.817 -0.687
C 2.755 4.068 0.644 -0.174
C -2.331 0.678 -0.007 -0.069
C 2.863 -7.547 1.243 -0.860
H -2.769 -5.056 -1.605 0.226
O -1.780 1.352 0.950 -1.120
H 3.281 -6.834 0.538 0.495
C -0.947 -4.784 0.757 -0.283
C -0.438 4.666 -0.854 0.229
H -1.944 9.686 -0.393 0.346
C 4.206 -0.193 1.942 -0.341
H -1.746 -5.487 0.949 0.806
C -2.435 8.717 -0.470 -0.582
H -3.623 4.494 0.179 0.502
H 1.524 -7.436 -1.065 0.337
C 3.173 0.751 1.772 0.508
N 0.396 4.249 0.004 -0.505
N 2.487 2.707 0.818 0.428
N 3.513 1.946 1.146 -1.026
C -2.829 -1.744 0.026 -0.595
C 1.743 -0.623 2.986 -0.547
C 3.973 -1.345 2.646 -0.356
H 1.917 -2.255 0.243 0.460
C 1.855 6.254 0.142 0.024
C -3.612 -5.073 -0.928 -0.399
H 0.799 -9.061 -0.956 0.471
H 1.956 -9.441 1.099 0.443
H -4.340 6.425 -0.957 0.638
C 1.783 -6.911 2.099 -0.952
H 4.766 -2.073 2.769 0.382
S -0.773 5.088 -4.947 -0.182
S -1.884 3.536 -2.717 -0.238
H 3.051 -9.141 -0.176 0.483
H 5.125 6.471 0.975 0.377
C -2.686 6.687 -2.371 0.905
S -2.779 6.046 -6.797 -0.221
C -3.402 5.971 -1.256 -1.075
H -4.410 -3.183 -1.768 0.334
C 2.710 -1.573 3.206 -0.560
H -1.725 7.948 -0.166 0.041
H 0.848 5.919 -2.163 0.799
H 0.746 -0.758 3.393 0.394
C -1.811 4.010 -0.969 1.176
H -4.050 -4.281 1.103 0.402
H 4.804 4.015 1.206 0.472
C 1.685 4.881 0.219 -0.172
S -2.919 8.488 -2.202 0.020
O 0.422 -0.330 -0.357 -1.552
C -2.999 4.880 -0.618 -1.136
C -3.647 -4.018 0.134 -0.421
S -3.510 6.385 -4.027 -0.210
H -0.764 -7.272 -0.087 0.409
H -1.858 3.113 -0.351 0.202
H 2.492 -2.454 3.792 0.443
H -0.824 7.133 -3.274 1.158
C 4.159 6.028 0.768 -0.558
H -5.639 -4.145 -0.826 0.269
H 2.186 -6.050 2.625 0.467
H -3.974 -6.057 -0.667 0.251
Sr 0.369 1.639 0.694 1.985
C -1.874 -0.779 -0.051 0.663
C -4.595 -3.945 -1.023 -0.848
C -1.253 6.355 -2.657 -1.533
C 1.380 -4.248 0.726 1.308
H -0.299 -8.409 1.177 0.314
C 3.992 4.658 0.895 -0.464
C -0.154 5.545 -2.024 -0.820
H 5.171 0.032 1.509 0.417
N -2.559 -3.057 0.179 0.273
C 1.145 -8.195 -0.383 -0.949
N 1.935 0.507 2.283 -0.500
H -3.879 -1.485 -0.027 0.549
H 0.999 6.881 -0.082 0.357
H 1.463 -7.636 2.851 0.401
C 3.088 6.837 0.410 -0.856
C -0.949 4.991 -3.201 0.421
F 2.675 -4.621 0.851 -0.438
C -1.246 -3.469 0.374 -0.658
H 3.204 7.912 0.356 0.410
H -3.295 8.693 0.196 0.285
C -2.319 5.894 -5.247 0.337